No. 1
{
  "formula": "C8H15ClN2Si",
  "method": "ωB97M-V/def2-TZVPD",
  "species": ["Cl", "Si", "N", "N", "C", "C", "C", "C", "C", "C", "C", "C", "H", "H", "H", "H", "H", "H", "H", "H", "H", "H", "H", "H", "H", "H", "H"],
  "xyz": [[0.858538, -1.195608, -2.314036], [-0.625716, -0.252620, -1.187473], [2.802611, 0.060961, -0.028017], [1.985002, 1.611983, 1.276438], [3.856667, 0.917712, 0.227236], [-2.337523, -1.131389, -1.478310], [1.783690, 0.557710, 0.557684], [-0.537006, 1.664753, -1.530662], [-0.902621, 0.269126, 1.592880], [0.311295, -1.835227, 1.141079], [3.298334, 1.875211, 1.064300], [-0.080546, -0.498092, 0.594891], [2.851017, -0.721289, -0.694428], [-1.155643, 2.202996, -0.670333], [4.798372, 0.804281, -0.048989], [-2.679290, -0.912074, -2.516048], [-2.312462, -2.100823, -1.160342], [-0.507201, 1.202999, 1.479979], [0.755854, -2.350819, 0.371914], [-0.674511, 0.034118, 2.676461], [-0.505235, -2.555957, 1.415419], [-1.956473, 0.126577, 1.521483], [1.069875, -1.723711, 2.082424], [-3.087809, -0.773213, -0.847700], [3.749502, 2.792698, 1.580669], [0.552847, 1.901616, -1.349278], [-0.993150, 1.754292, -2.515112]],
  "forces_ev_per_a": [[-0.2, -0.1, -0.3], [-0.7, 0.8, 0.8], [3.6, -1.6, -2.5], [-0.6, 0.2, -0.1], [-3.7, 1.8, 2.4], [1.7, 3.1, -1.9], [-7.5, -1.9, 1.6], [-0.6, -1.2, 2.5], [1.0, -1.8, 1.7], [0.8, -0.1, 2.8], [1.8, 1.3, 0.4], [2.4, 1.0, 0.8], [-0.4, 0.7, 0.7], [1.1, -1.1, -2.0], [3.8, -0.7, -1.5], [0.3, -0.8, 0.6], [0.5, -3.1, -0.1], [-0.1, 3.3, -0.1], [1.8, -1.5, -1.6], [0.1, -0.2, -1.2], [0.2, 1.2, 0.1], [-0.9, 0.3, -0.6], [-1.9, -0.4, -2.2], [-1.2, 1.4, 1.2], [-0.4, -1.7, -1.1], [-1.3, 0.1, -0.8], [0.4, 0.8, 0.0]],
  "total_charge": 0,
  "spin_multiplicity": 1,
  "orbital_gap_ev": 9.234,
  "e_tot_ev": -31918.35609
}

---

No. 2
{
  "formula": "C4H15N2O2",
  "method": "ωB97M-V/def2-TZVPD",
  "species": ["O", "O", "N", "N", "C", "C", "C", "C", "H", "H", "H", "H", "H", "H", "H", "H", "H", "H", "H", "H", "H", "H", "H"],
  "xyz": [[-1.820958, 0.927140, -0.761838], [-2.661812, -2.690224, 0.264946], [-0.541245, -1.469029, -1.050366], [0.418407, 1.996318, 1.166125], [0.439151, -0.457191, -0.705150], [1.385574, -0.555193, 0.200985], [2.412859, 0.503244, 0.355625], [1.746634, 1.930057, 0.467640], [0.478699, 1.769033, 2.152221], [-0.711551, -2.157904, -0.315207], [-0.249980, -1.936420, -1.906749], [-1.449045, -1.020058, -1.211608], [-3.466644, -2.258820, -0.046044], [-2.570603, -2.479232, 1.203221], [0.246492, 2.998355, 1.190711], [-2.622458, 1.442560, -0.697853], [0.381779, 0.306860, -1.474657], [1.475729, 2.230103, -0.546617], [-1.278036, 1.454136, -0.146865], [2.454457, 2.647543, 0.876062], [3.126757, 0.402373, 1.159265], [3.136903, 0.739273, -0.443920], [1.520117, -1.435670, 0.823073]],
  "forces_ev_per_a": [[-0.1, 0.5, 0.4], [0.3, 0.1, 0.0], [0.0, -0.4, 0.3], [0.6, 0.5, -0.2], [0.5, 0.3, -1.2], [0.8, -0.7, -0.3], [0.3, 2.9, 0.2], [-0.9, -0.7, 0.0], [0.2, -0.3, 0.1], [-0.1, -0.2, -0.1], [-0.1, -0.3, 0.0], [0.0, 0.3, 0.1], [0.0, -0.1, 0.2], [-0.4, -0.1, -0.1], [-0.4, 0.0, 0.0], [-0.8, -0.1, -0.4], [0.2, 0.3, 0.5], [0.3, 0.2, 0.0], [0.8, -0.5, 0.2], [0.2, -0.1, 0.0], [-0.4, -0.7, 0.8], [-0.6, -1.0, -0.5], [-0.4, 0.0, 0.1]],
  "total_charge": 1,
  "spin_multiplicity": 1,
  "orbital_gap_ev": 10.484,
  "e_tot_ev": -11459.55312,
  "relative_energy_ev": 1.705
}

---

LUMO level per entry: 0.0218 -0.1070 Ha